C47H88ClO8P | ωB97M-V/def2-TZVPD

Each line ends with the Löwdin charge.
CARTESIAN COORDINATES (ANGSTROEM)
1 C 3.525 0.976 -0.045  -0.106
2 C 3.909 2.210 -1.011  -0.223
3 C 3.231 2.086 -2.446  -0.213
4 C 2.348 3.353 -2.829  -0.201
5 C 0.790 3.086 -2.655  -0.198
6 C 0.007 4.337 -2.067  -0.188
7 C -1.294 3.917 -1.244  -0.188
8 C -2.609 3.979 -2.100  -0.182
9 C -3.934 4.221 -1.278  -0.202
10 C -4.610 2.921 -0.679  -0.162
11 C -3.605 1.802 -0.227  -0.109
12 C -3.463 0.509 -0.945  -0.060
13 C -4.387 0.308 -2.212  -0.123
14 C -3.730 0.788 -3.566  -0.176
15 C -4.652 1.690 -4.482  -0.214
16 O -5.628 2.469 -3.785  -0.227
17 C -6.948 1.905 -3.883  -0.109
18 C -2.508 -0.537 -0.475  -0.086
19 C -2.304 -1.908 -1.225  -0.586
20 Cl -1.748 -1.656 -2.964  0.631
21 C -3.535 -2.880 -1.111  -0.236
22 C -2.988 -4.388 -1.242  -0.105
23 C -1.745 -0.237 0.744  -0.012
24 C -1.866 1.053 1.470  -0.047
25 C -2.806 2.092 1.015  -0.225
26 P -3.061 3.716 1.897  1.011
27 C -4.316 3.607 3.289  -0.390
28 C -3.732 3.476 4.746  -0.175
29 C -1.457 4.531 2.411  -0.413
30 C -1.519 6.115 2.162  -0.159
31 C -0.958 1.272 2.738  -0.306
32 O -1.311 1.861 3.730  0.068
33 C 0.454 0.606 2.625  0.080
34 C 0.555 -0.577 1.963  -0.208
35 O 1.767 -1.223 1.781  0.036
36 C -0.745 -1.248 1.381  -0.245
37 O -0.930 -2.440 1.482  0.114
38 H 2.780 0.357 -0.610  0.054
39 H 3.168 1.316 0.958  0.048
40 H 4.413 0.311 0.143  0.069
41 H 5.033 2.190 -1.102  0.100
42 H 3.658 3.167 -0.487  0.082
43 H 2.702 1.109 -2.583  0.096
44 H 4.087 2.080 -3.185  0.099
45 H 2.577 3.581 -3.910  0.104
46 H 2.701 4.200 -2.183  0.094
47 H 0.399 2.923 -3.704  0.108
48 H 0.585 2.132 -2.097  0.101
49 H -0.282 5.003 -2.923  0.104
50 H 0.748 4.888 -1.418  0.098
51 H -1.321 4.548 -0.316  0.078
52 H -1.131 2.829 -0.989  0.095
53 H -2.742 3.071 -2.740  0.084
54 H -2.516 4.850 -2.819  0.113
55 H -3.698 4.995 -0.496  0.071
56 H -4.693 4.715 -1.956  0.109
57 H -5.179 3.252 0.241  0.098
58 H -5.382 2.573 -1.405  0.078
59 H -4.535 -0.809 -2.277  0.084
60 H -5.397 0.732 -2.000  0.097
61 H -3.522 -0.145 -4.166  0.068
62 H -2.711 1.239 -3.396  0.093
63 H -3.966 2.365 -5.070  0.111
64 H -5.118 1.012 -5.256  0.116
65 H -7.387 1.962 -2.845  0.092
66 H -7.607 2.458 -4.602  0.093
67 H -6.946 0.821 -4.174  0.094
68 H -1.440 -2.442 -0.744  0.073
69 H -4.285 -2.773 -1.935  0.093
70 H -4.001 -2.778 -0.091  0.125
71 H -3.354 -4.796 -2.230  0.072
72 H -1.873 -4.443 -1.285  0.071
73 H -3.443 -5.031 -0.451  0.071
74 H -4.918 4.561 3.243  0.069
75 H -5.045 2.785 3.031  0.083
76 H -3.459 2.412 4.986  0.065
77 H -2.872 4.160 4.945  0.058
78 H -4.539 3.743 5.492  0.071
79 H -0.592 4.107 1.829  0.067
80 H -1.235 4.346 3.499  0.055
81 H -1.276 6.673 3.099  0.065
82 H -2.578 6.371 1.873  0.052
83 H -0.863 6.373 1.295  0.059
84 H 1.387 1.071 3.020  0.130
85 H 1.688 -1.882 1.067  0.114
86 C 3.388 -6.438 3.776  -0.071
87 C 4.524 -6.280 2.780  -0.282
88 O 4.106 -5.774 1.522  -0.160
89 C 3.532 -4.478 1.528  -0.285
90 C 4.483 -3.395 2.008  -0.073
91 H 2.564 -7.004 3.335  0.086
92 H 3.735 -6.960 4.670  0.065
93 H 2.990 -5.469 4.087  0.069
94 H 4.960 -7.262 2.584  0.114
95 H 5.327 -5.659 3.194  0.107
96 H 2.605 -4.473 2.112  0.107
97 H 3.250 -4.266 0.493  0.117
98 H 4.708 -3.503 3.071  0.071
99 H 4.043 -2.407 1.859  0.056
100 H 5.431 -3.446 1.466  0.084
101 C 4.029 -12.024 6.323  -0.082
102 C 3.854 -10.802 5.438  -0.280
103 O 3.968 -9.575 6.142  -0.171
104 C 5.217 -9.316 6.760  -0.281
105 C 6.372 -9.226 5.776  -0.076
106 H 3.376 -11.964 7.196  0.082
107 H 3.792 -12.933 5.767  0.076
108 H 5.056 -12.112 6.686  0.066
109 H 2.849 -10.816 5.012  0.118
110 H 4.551 -10.824 4.593  0.107
111 H 5.421 -10.060 7.538  0.107
112 H 5.112 -8.355 7.268  0.118
113 H 6.587 -10.195 5.322  0.068
114 H 7.277 -8.886 6.282  0.078
115 H 6.135 -8.530 4.967  0.070
116 C -1.957 -0.309 -8.789  -0.079
117 C -3.454 -0.128 -8.614  -0.276
118 O -3.794 0.887 -7.682  -0.177
119 C -3.371 2.202 -8.003  -0.281
120 C -3.977 2.735 -9.290  -0.077
121 H -1.466 -0.429 -7.821  0.082
122 H -1.749 -1.189 -9.402  0.077
123 H -1.503 0.555 -9.281  0.067
124 H -3.878 -1.055 -8.222  0.118
125 H -3.945 0.057 -9.576  0.107
126 H -2.277 2.257 -8.032  0.111
127 H -3.692 2.837 -7.175  0.101
128 H -3.598 2.200 -10.163  0.067
129 H -3.735 3.792 -9.416  0.078
130 H -5.063 2.619 -9.281  0.084
131 C 5.386 3.845 4.500  -0.080
132 C 5.439 3.950 2.985  -0.275
133 O 4.240 3.536 2.349  -0.179
134 C 3.075 4.284 2.660  -0.283
135 C 3.164 5.744 2.249  -0.072
136 H 5.054 2.851 4.806  0.082
137 H 6.371 4.037 4.929  0.077
138 H 4.688 4.570 4.928  0.067
139 H 6.224 3.289 2.614  0.119
140 H 5.709 4.964 2.669  0.108
141 H 2.832 4.190 3.724  0.110
142 H 2.256 3.814 2.109  0.106
143 H 3.897 6.285 2.851  0.069
144 H 2.198 6.236 2.378  0.071
145 H 3.470 5.832 1.204  0.081

Summary:
HOMO level	-0.2658	Eh
LUMO	-0.60	eV
net charge	0
M	847.6	g mol⁻¹
DFT total energy	-88350.5590	eV
Kohn-Sham gap	6.63	eV


C27H36LiNP2Si | ωB97M-V/def2-TZVPD

Each line ends with the natural charge from an NBO analysis.
CARTESIAN COORDINATES (ANGSTROEM)
1 Li -2.619 -17.055 1.115  0.654
2 C -3.886 -18.011 -2.191  -0.943
3 P -4.501 -17.598 -0.536  0.784
4 C -6.080 -16.764 -0.928  -0.939
5 C -5.120 -19.230 0.087  -0.701
6 C -5.736 -19.112 1.495  -0.687
7 P -4.487 -18.530 2.798  0.784
8 C -3.695 -20.023 3.528  -0.941
9 C -5.672 -18.065 4.127  -0.954
10 H -3.656 -17.095 -2.701  0.240
11 H -4.547 -18.593 -2.810  0.222
12 H -2.965 -18.594 -2.063  0.241
13 H -6.546 -17.291 -1.760  0.222
14 H -6.010 -15.716 -1.210  0.246
15 H -6.692 -16.765 -0.018  0.233
16 H -4.249 -19.880 0.100  0.232
17 H -5.798 -19.651 -0.635  0.221
18 H -6.194 -20.039 1.798  0.227
19 H -6.463 -18.294 1.491  0.217
20 H -4.376 -20.808 3.936  0.223
21 H -3.179 -19.604 4.387  0.244
22 H -2.964 -20.397 2.825  0.241
23 H -6.374 -18.873 4.436  0.222
24 H -6.301 -17.182 3.930  0.241
25 H -5.111 -17.813 5.030  0.245
26 C -2.310 -15.530 6.904  -0.221
27 C -0.990 -15.237 6.534  -0.215
28 C -0.647 -15.104 5.190  -0.225
29 C -1.602 -15.302 4.160  -0.411
30 C -2.894 -15.602 4.603  -0.160
31 C -3.275 -15.698 5.927  -0.260
32 Si -1.256 -15.240 2.236  0.621
33 C -1.136 -13.328 1.910  -0.318
34 C -0.249 -12.518 2.646  -0.232
35 C 0.012 -11.191 2.284  -0.227
36 C -0.652 -10.588 1.214  -0.227
37 C -1.574 -11.376 0.517  -0.216
38 C -1.819 -12.691 0.890  -0.255
39 C 0.593 -15.806 2.004  -0.323
40 C 1.002 -17.046 2.540  -0.265
41 C 2.287 -17.553 2.306  -0.231
42 C 3.180 -16.770 1.577  -0.254
43 C 2.836 -15.515 1.123  -0.232
44 C 1.539 -15.032 1.288  -0.256
45 H -2.537 -15.656 7.975  0.205
46 H -0.250 -15.173 7.357  0.207
47 H 0.430 -15.014 4.909  0.209
48 H -3.628 -15.674 3.822  0.192
49 H -4.279 -15.810 6.199  0.201
50 H 0.301 -12.950 3.454  0.206
51 H 0.736 -10.651 2.859  0.204
52 H -0.547 -9.499 0.942  0.212
53 H -2.182 -10.891 -0.246  0.201
54 H -2.647 -13.214 0.375  0.202
55 H 0.344 -17.618 3.201  0.213
56 H 2.603 -18.452 2.770  0.208
57 H 4.187 -17.176 1.424  0.207
58 H 3.561 -14.832 0.627  0.212
59 H 1.303 -14.018 0.938  0.224
60 C 1.984 -19.087 -0.612  -0.592
61 C 0.919 -18.094 -0.999  -0.521
62 C -0.301 -18.393 -0.233  0.412
63 N -1.296 -18.651 0.281  -0.459
64 H 2.951 -18.728 -0.935  0.222
65 H 1.806 -20.045 -1.131  0.208
66 H 2.031 -19.199 0.473  0.236
67 H 0.686 -18.117 -2.041  0.246
68 H 1.240 -17.111 -0.701  0.277

Summary:
HOMO level	-0.2332	Eh
LUMO	0.32	eV
relative energy (zero: lowest compared OMol25 entry of this formula, charge and spin)	0.000	eV
net charge	0
M	471.6	g mol⁻¹
DFT total energy	-56733.7419	eV
Kohn-Sham gap	6.67	eV


C12H9N4O10 | ωB97M-V/def2-TZVPD

Each line ends with the natural charge from an NBO analysis.
CARTESIAN COORDINATES (ANGSTROEM)
1 O -5.773 1.304 -0.250  -0.391
2 N -5.264 0.432 0.474  0.515
3 O -5.960 -0.405 1.099  -0.446
4 C -3.829 0.367 0.686  -0.104
5 C -3.345 -0.548 1.633  -0.083
6 C -1.969 -0.684 1.905  -0.052
7 N -1.509 -1.728 2.789  0.498
8 O -2.317 -2.365 3.496  -0.434
9 O -0.271 -1.926 2.833  -0.426
10 C -0.934 0.093 1.254  -0.164
11 C -1.499 1.057 0.391  0.065
12 N -0.804 1.999 -0.389  0.403
13 O 0.383 2.201 -0.591  -0.401
14 O -1.772 2.733 -1.078  -0.166
15 N -3.062 2.307 -0.766  -0.103
16 C -2.860 1.268 0.104  0.111
17 H -4.062 -1.185 2.149  0.278
18 H -0.061 0.382 1.885  0.291
19 C 4.188 0.707 -2.043  -0.627
20 C 3.085 -0.065 -1.336  0.528
21 C 3.384 -1.565 -1.396  -0.666
22 O 3.058 0.423 0.025  -0.522
23 C 1.985 0.048 0.789  0.765
24 O 2.094 0.146 1.995  -0.588
25 C 0.725 -0.354 0.124  -0.551
26 C 0.705 -0.170 -1.347  0.772
27 O -0.300 -0.300 -2.022  -0.608
28 O 1.843 0.270 -1.978  -0.525
29 H 3.956 1.771 -1.985  0.233
30 H 5.149 0.531 -1.550  0.217
31 H 4.251 0.418 -3.096  0.217
32 H 2.610 -2.163 -0.895  0.228
33 H 3.446 -1.890 -2.448  0.222
34 H 4.351 -1.768 -0.908  0.222
35 H 0.376 -1.342 0.447  0.289

Summary:
HOMO level	-0.1847	Eh
LUMO	1.80	eV
relative energy (zero: lowest compared OMol25 entry of this formula, charge and spin)	0.842	eV
net charge	-1
M	369.2	g mol⁻¹
DFT total energy	-39016.7136	eV
Kohn-Sham gap	6.83	eV